# 1
Entry from OMol25: a structure of composition C32H64F4InN2O24S12 (the ωB97M-V functional and the def2-TZVPD basis).

Values from the calculation:
- Net charge: +1
- LUMO level: -8.4 eV
- Molecular weight: 1436.468 g/mol
- Max |F|: 9.85 eV/Å
- Highest occupied orbital energy: -0.440 hartree
- 2S+1: 1

Last column: Mulliken charge in e.
Geometry (Å):
1 In 0.243 0.072 -0.281  6.54
2 N -0.083 0.631 -3.080  -0.01
3 S 0.727 0.245 -4.314  0.45
4 O 1.577 1.237 -4.985  -0.56
5 O 0.195 -0.930 -5.075  -0.61
6 F 1.795 -0.581 -3.446  -0.11
7 S -1.053 1.794 -3.956  0.35
8 O -1.225 1.577 -5.389  -0.49
9 O -1.027 3.141 -3.424  -0.52
10 F -2.473 1.243 -3.456  -0.22
11 N 2.338 -0.928 1.413  -0.24
12 S 3.865 -0.864 1.255  0.71
13 O 4.565 -2.132 1.166  -0.59
14 O 4.553 0.368 1.712  -0.65
15 F 3.800 -0.523 -0.256  -0.33
16 S 2.468 -1.879 2.854  0.43
17 O 3.452 -1.467 3.851  -0.53
18 O 2.148 -3.323 2.761  -0.59
19 F 1.047 -1.265 3.363  -0.04
20 C 6.145 1.866 -2.415  -0.74
21 C 5.615 2.446 -3.750  -0.85
22 C 4.170 2.032 -3.852  -0.69
23 S 3.450 2.475 -2.178  0.97
24 O 2.570 1.426 -1.624  -0.62
25 O 3.074 3.899 -2.207  -0.84
26 C 5.185 2.425 -1.297  -0.44
27 H 7.164 2.252 -2.369  0.39
28 H 6.264 0.793 -2.565  0.28
29 H 6.178 2.086 -4.611  0.44
30 H 5.728 3.507 -3.972  0.36
31 H 4.008 0.961 -3.974  0.10
32 H 3.497 2.542 -4.541  0.61
33 H 5.151 1.820 -0.391  0.09
34 H 5.391 3.451 -0.993  0.46
35 C 4.320 3.879 2.541  -0.28
36 C 3.505 5.138 2.226  -0.92
37 C 2.285 4.618 1.427  0.34
38 S 1.686 3.200 2.433  0.91
39 O 1.252 2.112 1.519  -0.17
40 O 0.715 3.733 3.454  -0.76
41 C 3.343 2.898 3.198  -0.86
42 H 5.134 4.239 3.169  0.45
43 H 4.758 3.525 1.607  -0.02
44 H 4.126 5.851 1.683  0.46
45 H 3.213 5.565 3.186  0.34
46 H 2.693 4.256 0.483  -0.19
47 H 1.461 5.312 1.263  -0.09
48 H 3.605 1.851 3.347  0.37
49 H 3.212 3.182 4.243  0.45
50 C -6.304 -0.576 0.064  -0.84
51 C -6.092 -0.021 -1.327  -0.45
52 C -5.112 1.075 -1.206  -0.87
53 S -3.959 0.708 0.151  1.03
54 O -4.012 1.759 1.150  -0.77
55 O -2.657 0.286 -0.447  -0.58
56 C -4.898 -0.760 0.702  -0.18
57 H -6.884 -1.496 0.143  0.43
58 H -6.868 0.141 0.662  0.35
59 H -7.065 0.354 -1.643  0.40
60 H -5.728 -0.677 -2.118  0.16
61 H -5.604 1.978 -0.844  0.49
62 H -4.477 1.366 -2.043  0.19
63 H -4.784 -0.814 1.785  0.54
64 H -4.415 -1.609 0.218  -0.17
65 C -1.661 6.670 -0.443  -0.85
66 C -1.660 6.220 1.033  -0.54
67 C -1.987 4.750 1.110  -0.10
68 S -1.664 4.086 -0.521  0.75
69 O -3.024 3.861 -1.071  -0.77
70 O -0.704 2.991 -0.560  -0.72
71 C -0.976 5.548 -1.316  -0.81
72 H -1.113 7.609 -0.522  0.49
73 H -2.732 6.723 -0.639  0.32
74 H -2.303 6.845 1.653  0.44
75 H -0.611 6.407 1.264  0.08
76 H -3.005 4.438 1.341  0.55
77 H -1.375 4.210 1.833  -0.29
78 H -1.106 5.453 -2.394  0.56
79 H 0.086 5.620 -1.079  0.20
80 C -2.192 0.918 6.247  -0.87
81 C -2.727 2.281 5.726  -0.82
82 C -2.794 2.261 4.160  -0.32
83 S -2.181 0.625 3.612  0.68
84 O -1.301 0.705 2.432  -0.20
85 O -3.318 -0.288 3.604  -0.83
86 C -1.180 0.369 5.171  -0.51
87 H -3.105 0.321 6.247  0.24
88 H -1.797 0.943 7.262  0.51
89 H -1.948 2.943 6.103  0.31
90 H -3.633 2.719 6.144  0.35
91 H -1.974 2.902 3.836  -0.19
92 H -3.705 2.572 3.647  0.66
93 H -0.320 1.025 5.044  0.20
94 H -0.769 -0.640 5.153  0.46
95 C -2.595 -4.662 -4.731  -0.72
96 C -2.291 -5.504 -3.492  -0.72
97 C -2.214 -4.730 -2.199  -0.36
98 S -2.301 -2.950 -2.599  0.89
99 O -1.230 -2.191 -1.888  -0.14
100 O -3.704 -2.541 -2.336  -0.69
101 C -1.995 -3.313 -4.372  -0.81
102 H -3.672 -4.502 -4.694  0.31
103 H -2.272 -5.218 -5.611  0.36
104 H -1.260 -5.845 -3.589  0.22
105 H -2.888 -6.415 -3.450  0.40
106 H -1.206 -4.824 -1.796  -0.33
107 H -3.074 -4.938 -1.563  0.78
108 H -0.913 -3.320 -4.498  0.19
109 H -2.361 -2.413 -4.866  0.71
110 C 4.187 -4.882 -1.471  -0.74
111 C 4.500 -3.663 -2.363  -0.31
112 C 3.347 -3.543 -3.320  -0.79
113 S 1.966 -3.581 -2.187  1.16
114 O 0.877 -4.180 -2.934  -0.79
115 O 1.784 -2.317 -1.451  -0.59
116 C 2.666 -4.897 -1.008  -0.59
117 H 4.899 -5.114 -0.679  0.40
118 H 4.275 -5.676 -2.212  0.36
119 H 5.455 -3.903 -2.831  0.51
120 H 4.859 -2.832 -1.757  -0.06
121 H 3.296 -4.474 -3.884  0.42
122 H 3.240 -2.682 -3.980  0.27
123 H 2.068 -5.756 -1.312  0.43
124 H 2.363 -4.529 -0.028  0.12
125 C -1.136 -5.471 3.125  -0.75
126 C -2.503 -4.971 3.481  -0.71
127 C -2.594 -3.493 3.012  -0.66
128 S -1.812 -3.532 1.331  0.86
129 O -0.998 -2.363 1.073  -0.18
130 O -2.934 -3.799 0.470  -0.75
131 C -0.799 -5.075 1.628  -0.31
132 H -0.968 -6.520 3.368  0.42
133 H -0.453 -4.977 3.816  0.24
134 H -2.536 -5.045 4.568  0.41
135 H -3.260 -5.586 2.994  0.31
136 H -1.873 -2.890 3.564  0.07
137 H -3.485 -2.873 3.114  0.49
138 H 0.244 -4.757 1.658  -0.13
139 H -0.869 -5.807 0.824  0.55


# 2
Entry from OMol25: a structure of composition C40H38BiBrCl2N2O4Si (the ωB97M-V functional and the def2-TZVPD basis).

Values from the calculation:
- LUMO level: -0.4 eV
- Molecular weight: 998.630 g/mol
- Max |F|: 5.13 eV/Å
- Energy above the lowest of the compared OMol25 structures with the same formula, charge and spin: 0.4443 eV
- Highest occupied orbital energy: -0.274 hartree
- 2S+1: 1

Last column: Mulliken charge in e.
Geometry (Å):
1 Bi 0.441 -0.564 -0.688  1.17
2 C 2.122 0.473 -1.875  -1.28
3 Si 1.446 1.561 -3.192  -0.36
4 C 0.227 0.692 -4.402  -1.39
5 N -0.516 -0.340 -3.652  0.36
6 C -1.866 0.051 -3.322  -0.40
7 C -2.763 -1.163 -3.031  -0.80
8 C -2.106 -2.465 -2.644  -0.41
9 C -0.811 -2.786 -3.333  -0.52
10 C -0.378 -1.667 -4.267  -1.05
11 C 2.780 2.218 -4.275  0.60
12 C 3.926 2.838 -3.764  -0.49
13 C 4.968 3.159 -4.625  -0.63
14 C 4.868 2.989 -5.997  -0.37
15 C 3.745 2.434 -6.543  -0.72
16 C 2.724 2.061 -5.688  -0.05
17 C 0.483 3.079 -2.577  0.86
18 C 0.526 3.668 -1.276  -0.28
19 C -0.302 4.695 -0.906  0.05
20 C -1.000 5.470 -1.863  -0.83
21 C -0.909 4.994 -3.152  -0.41
22 C -0.208 3.858 -3.542  -0.73
23 H 2.880 0.926 -1.239  0.59
24 H 2.597 -0.353 -2.376  0.65
25 H 0.745 0.136 -5.193  0.81
26 H -0.475 1.342 -4.890  0.32
27 H -2.374 0.676 -4.142  0.34
28 H -1.815 0.660 -2.429  0.07
29 H -3.339 -1.355 -3.977  0.38
30 H -3.605 -1.004 -2.295  0.31
31 H -2.877 -3.253 -2.832  0.37
32 H -1.987 -2.499 -1.547  0.12
33 H -0.867 -3.698 -3.934  0.47
34 H 0.037 -2.957 -2.568  -0.03
35 H -1.064 -1.596 -5.125  0.45
36 H 0.627 -1.741 -4.705  0.58
37 H 4.058 3.005 -2.697  0.34
38 H 5.837 3.681 -4.160  0.30
39 H 5.668 3.196 -6.703  0.36
40 H 3.626 2.321 -7.637  0.35
41 H 1.771 1.794 -6.100  0.30
42 H 1.172 3.257 -0.469  0.30
43 H -0.392 4.904 0.164  0.38
44 H -1.704 6.284 -1.549  0.34
45 H -1.522 5.522 -3.893  0.31
46 H -0.171 3.558 -4.577  0.35
47 Br -3.779 2.689 0.852  -0.15
48 C -2.315 3.100 1.990  0.51
49 C -2.621 4.055 3.051  -0.70
50 C -1.559 4.619 3.728  -0.30
51 C -0.207 4.254 3.516  -0.64
52 C 0.055 3.182 2.666  -0.25
53 C -1.011 2.581 1.892  -0.07
54 C -0.566 1.446 1.032  1.45
55 O -1.434 0.614 0.600  -0.77
56 O 0.687 1.346 0.756  -1.03
57 H -3.649 4.382 3.223  0.41
58 H -1.815 5.292 4.562  0.36
59 H 0.658 4.779 4.022  0.32
60 H 1.029 2.671 2.521  0.35
61 Cl -3.145 -2.022 3.177  -0.12
62 C -3.001 -3.496 3.956  0.84
63 C -4.145 -4.090 4.472  -0.54
64 C -4.108 -5.397 4.895  -0.49
65 C -2.855 -6.068 4.919  -0.45
66 C -1.639 -5.436 4.622  0.55
67 Cl -0.162 -6.148 4.693  -0.20
68 C -1.748 -4.096 4.010  -0.70
69 N -0.679 -3.345 3.697  0.64
70 C 0.449 -3.133 4.569  -0.02
71 C 0.276 -2.928 5.931  0.08
72 C 1.326 -2.526 6.759  -0.80
73 C 2.573 -2.407 6.224  -0.50
74 C 2.824 -2.771 4.879  -0.72
75 C 1.766 -3.138 4.044  0.64
76 C 1.971 -3.325 2.527  -1.17
77 C 1.424 -2.267 1.610  0.96
78 O 0.417 -1.521 1.944  -0.84
79 O 2.067 -2.049 0.509  -0.81
80 H -5.018 -3.440 4.502  0.40
81 H -4.997 -5.973 5.188  0.33
82 H -2.808 -7.132 5.145  0.37
83 H -0.687 -2.617 2.967  -0.18
84 H -0.740 -3.093 6.314  0.43
85 H 1.165 -2.347 7.804  0.42
86 H 3.406 -1.957 6.766  0.37
87 H 3.855 -2.735 4.441  0.28
88 H 1.463 -4.261 2.188  0.22
89 H 3.052 -3.345 2.324  0.37